# C13H34N3O5PSi2

A cluster of 2 separate species, C13H34N3O5PSi2 in total (ωB97M-V with the def2-TZVPD basis set, the OMol25 dataset).

```
58
Properties=species:S:1:pos:R:3:nbo_charge:R:1
C -5.46435 -0.93585 0.30101 -0.772
C -5.89508 -1.17004 -1.26228 0.653
O -6.81950 -0.31130 -1.77167 -0.492
N -5.33841 -2.20246 -2.21500 -0.494
C -5.18103 -3.56847 -1.58949 -0.478
C -4.08159 -1.73014 -2.92449 0.091
C -3.56647 -2.71942 -4.12407 -0.120
O -2.50443 -2.17580 -4.97997 -0.516
C -1.77820 -1.06405 -4.35309 -0.111
C -1.60930 -1.16014 -2.72664 -0.428
P -0.06620 -2.21107 -2.17375 2.150
O -0.41833 -3.71993 -1.86308 -1.020
O 1.23383 -2.15405 -3.37334 -0.927
O 0.59494 -1.36678 -0.75848 -0.901
N -2.88086 -1.54820 -1.97889 -0.576
H -4.64503 -0.09751 0.46431 0.258
H -6.43837 -0.52475 0.85565 0.296
H -5.16317 -1.91268 0.88292 0.245
H -5.99058 -4.26985 -2.11632 0.248
H -5.41230 -3.62457 -0.44325 0.234
H -4.13231 -4.07293 -1.75165 0.212
H -4.34083 -0.64208 -3.34209 0.267
H -3.13708 -3.73574 -3.66800 0.214
H -4.46698 -3.06188 -4.82553 0.257
H -0.68401 -1.07313 -4.82540 0.247
H -2.22590 -0.00280 -4.65398 0.220
H -1.35378 -0.05509 -2.35385 0.283
H 0.93578 -2.58190 -4.23052 0.512
H 0.99630 -0.48853 -1.08649 0.522
H -2.65044 -2.40773 -1.43424 0.470
H -3.12451 -0.79606 -1.29659 0.453
C 4.97006 4.84492 1.37368 -1.114
Si 3.98422 3.58745 2.38752 1.813
C 2.20268 4.17213 2.40038 -1.138
C 4.65223 3.65819 4.13822 -1.139
N 4.17493 2.01904 1.65379 -1.713
Si 3.39978 0.61280 2.32934 1.811
C 1.52917 0.74452 2.33632 -1.140
C 3.98071 0.22781 4.07045 -1.140
C 3.84104 -0.88076 1.25723 -1.112
H 4.87008 5.84079 1.81079 0.203
H 6.03051 4.58002 1.35561 0.227
H 4.60147 4.88161 0.34193 0.219
H 2.15743 5.23612 2.65483 0.211
H 1.60673 3.63502 3.14152 0.214
H 1.74058 4.04180 1.41720 0.219
H 5.65653 3.22704 4.19178 0.232
H 4.00517 3.12628 4.83955 0.217
H 4.71341 4.69748 4.47603 0.210
H 1.17592 1.44215 3.09889 0.227
H 1.08423 -0.23106 2.55646 0.201
H 1.15625 1.07190 1.36131 0.202
H 5.07334 0.24899 4.13222 0.236
H 3.64668 -0.77120 4.36674 0.206
H 3.57553 0.93524 4.79710 0.221
H 4.92220 -1.04320 1.24222 0.234
H 3.49235 -0.73809 0.22956 0.201
H 3.36498 -1.78205 1.65759 0.201
```

Its total charge is 0. The calculation puts the energy at -1976.35089 Ha. Its strongest force on any atom is 8.9 eV Å⁻¹.